This record from the OMol25 dataset describes a molecular structure, C4H6BeCl2F3O2 at a distorted geometry. The level of theory is ωB97M-V/def2-TZVPD.

```
18
Properties=species:S:1:pos:R:3:forces:R:3
Be 1.707706 -2.410573 -2.797762 0.144 -0.016 -0.025
C 0.337826 0.140687 1.785418 -0.076 -4.062 -2.158
O -0.315394 0.311607 0.510148 1.162 1.270 0.602
O 0.990426 -1.098243 1.493438 -0.218 2.833 1.801
C 1.126476 1.342697 2.323118 3.709 -0.327 -0.655
F 0.382086 2.412797 2.428438 -0.790 0.746 0.004
F 1.736536 1.159877 3.557468 -1.223 -0.345 -1.276
F 2.211546 1.663857 1.488398 -1.636 -0.368 0.808
C -1.520194 0.994627 0.310878 -0.992 -1.787 -0.774
C -2.229094 0.160707 -0.786782 -0.135 0.474 0.158
H -3.181324 0.649127 -0.993652 0.157 0.312 -0.765
H -1.549484 0.015517 -1.626512 -0.362 0.404 -0.305
H -2.557074 -0.842033 -0.512822 0.480 -0.043 0.712
H -1.349704 2.013127 -0.037962 -0.159 0.153 0.259
H -2.221384 0.903857 1.140448 0.339 0.609 0.645
H -0.459654 -0.054053 2.502508 -0.214 0.006 0.632
Cl 6.333006 -4.568023 -3.191182 -0.230 0.105 0.033
Cl 0.557706 -2.795563 -7.593592 0.045 0.034 0.302
```
Positions in Å, forces in eV/Å.

Properties
Calculated total energy = -41931.2507 eV
HOMO energy = -0.2162 hartree
LUMO level = -3.78 eV
Energy relative to the best compared isomer or geometry (same formula, charge and spin) = 724.7 kJ/mol
Gap between HOMO and LUMO = 2.1 eV
Charge = -1